C3H4N4 as an isolated structure in a non-equilibrium geometry, computed with ωB97M-V/def2-TZVPD.

```
11
C3H4N4, DFT ωB97M-V/def2-TZVPD
N 1.78253 -0.08077 -0.68775
C 0.46188 -0.17189 -0.30498
C -0.09642 0.76054 0.66688
N -1.03070 0.29053 1.43909
C -1.84224 -0.29632 0.48925
N -1.59728 -1.07543 -0.52812
N -0.28157 -1.11473 -0.83440
H 2.46429 0.20506 0.00196
H 2.07758 -0.88418 -1.23315
H 0.30741 1.72641 0.93790
H -2.24549 0.64078 0.05331
```

Computed properties:
Highest occupied orbital energy (spin up / spin down) in eV: -8.219 / -8.214
Relative energy (zero: lowest compared OMol25 entry of this formula, charge and spin) in kcal per mole: 137.7
Gap between HOMO and LUMO (spin up / spin down) in eV: 7.20 / 7.19

These are the Mulliken partial charges, in e, on atoms 1 to 8:
1 N -0.469
2 C 0.587
3 C -0.294
4 N -0.342
5 C 0.122
6 N -0.409
7 N -0.385
8 H 0.242

---

The molecule C3H4N4 in a non-equilibrium geometry, computed with ωB97M-V/def2-TZVPD.

```
11
C3H4N4, DFT ωB97M-V/def2-TZVPD
C -0.09307 0.60078 -0.07252
C 0.91262 1.47477 -0.12547
C 0.82402 -1.55116 0.07215
N -2.98728 -0.69645 0.05984
N -1.41520 0.99761 0.13874
N -2.21988 0.11384 0.08973
N -0.07044 -0.77115 -0.33348
H 1.92259 1.16052 -0.31194
H 0.72162 2.52541 -0.02662
H 0.75397 -2.59268 -0.21230
H 1.65105 -1.26149 0.72186
```

Computed properties:
Highest occupied orbital energy in eV: -8.746
Relative energy (zero: lowest compared OMol25 entry of this formula, charge and spin) in kcal per mole: 91.6
Gap between HOMO and LUMO in eV: 9.21

These are the Mulliken partial charges, in e, on atoms 1 to 8:
1 C 0.670
2 C -0.807
3 C -0.310
4 N -0.476
5 N -0.807
6 N 1.058
7 N -0.461
8 H 0.292

---

The molecule C3H4N4 in a non-equilibrium geometry, computed with ωB97M-V/def2-TZVPD.

```
11
C3H4N4, DFT ωB97M-V/def2-TZVPD
N 2.70934 0.02833 0.15691
C 1.63355 -0.57574 -0.30632
C 0.40183 0.12589 0.10406
N -0.70033 -0.39430 -0.30039
C -1.93570 0.10391 -0.02439
N -2.91690 -0.59909 -0.55362
N -3.73009 -1.22845 -1.02546
H 2.73408 0.87613 0.73019
H 3.61646 -0.36197 -0.06063
H 0.42003 1.04912 0.72551
H -2.23227 0.97618 0.55415
```

Computed properties:
Highest occupied orbital energy in eV: -8.206
Relative energy (zero: lowest compared OMol25 entry of this formula, charge and spin) in kcal per mole: 114.7
Gap between HOMO and LUMO in eV: 8.31

These are the Mulliken partial charges, in e, on atoms 1 to 8:
1 N -0.172
2 C -0.723
3 C 0.224
4 N -0.291
5 C -0.018
6 N 0.610
7 N -0.583
8 H 0.209

---

C3H4N4 as an isolated structure in a non-equilibrium geometry, computed with ωB97M-V/def2-TZVPD.

```
11
C3H4N4, DFT ωB97M-V/def2-TZVPD
C -0.20993 -0.45056 0.26955
C 1.71009 -0.60987 -0.16458
C 1.37979 0.80324 -0.05522
H -3.31041 -0.03456 -0.38137
H -1.61391 1.01574 0.66069
H 2.68100 -0.95279 -0.16598
H 2.19910 1.56773 -0.31987
N -2.24941 0.11909 -0.15662
N -1.46447 -0.89716 -0.00786
N 0.77651 -1.43169 0.12702
N 0.10165 0.87083 0.19425
```

Computed properties:
Highest occupied orbital energy in eV: -8.476
Relative energy (zero: lowest compared OMol25 entry of this formula, charge and spin) in kcal per mole: 121.2
Gap between HOMO and LUMO in eV: 7.64

These are the Mulliken partial charges, in e, on atoms 1 to 8:
1 C 0.440
2 C -0.228
3 C -0.148
4 H 0.249
5 H 0.486
6 H 0.439
7 H 0.288
8 N -0.343

---

The molecule C3H4N4O in a non-equilibrium geometry, computed with ωB97M-V/def2-TZVPD.

```
12
C3H4N4O, DFT ωB97M-V/def2-TZVPD
C 0.96580 0.14235 -2.38092
C 0.87214 0.68731 -1.16639
C -1.12037 -0.13519 1.72830
H 1.55898 0.50977 -3.15952
H 0.72617 -0.87940 -2.44124
H 1.45832 1.52154 -0.86305
H -1.19761 0.35681 3.75748
N 0.47685 -0.23507 0.03178
N -0.54650 -1.12282 -0.22937
N -1.47571 -1.11167 0.67490
N -1.62160 -0.28516 2.89511
O -0.09646 0.55152 1.15292
```

Computed properties:
Highest occupied orbital energy in eV: -9.763
Relative energy (zero: lowest compared OMol25 entry of this formula, charge and spin) in kcal per mole: 132.1
Gap between HOMO and LUMO in eV: 9.52

These are the Mulliken partial charges, in e, on atoms 1 to 8:
1 C -0.575
2 C -0.143
3 C 0.555
4 H 0.302
5 H 0.323
6 H 0.346
7 H 0.274
8 N 0.245

---

The molecule C3H4N4O in a non-equilibrium geometry, computed with ωB97M-V/def2-TZVPD.

```
12
C3H4N4O, DFT ωB97M-V/def2-TZVPD
C 2.43449 -1.04846 0.00036
C 1.44011 0.06622 0.32628
C -1.92433 0.67059 0.03892
H 2.54797 -1.68229 -0.98220
H 3.44539 -1.24798 0.63890
H 1.54816 0.38817 1.38755
H -4.00100 0.45311 0.00528
N 0.17784 0.22720 -0.10023
N -0.37364 -0.05243 -1.28474
N -1.51014 0.30817 -1.22146
N -3.10233 0.87742 0.60113
O -0.68253 1.04026 0.59021
```

Computed properties:
Highest occupied orbital energy in eV: -8.629
Relative energy (zero: lowest compared OMol25 entry of this formula, charge and spin) in kcal per mole: 165.8
Gap between HOMO and LUMO in eV: 7.95

These are the Mulliken partial charges, in e, on atoms 1 to 8:
1 C -0.621
2 C -0.061
3 C 0.559
4 H 0.243
5 H 0.223
6 H 0.265
7 H 0.298
8 N 0.656

---

The molecule C3H4N4O in a non-equilibrium geometry, computed with ωB97M-V/def2-TZVPD.

```
12
C3H4N4O, DFT ωB97M-V/def2-TZVPD
C -1.33564 0.22143 2.15149
C -0.29143 -0.12406 1.04906
C -0.00165 0.46426 -1.17298
H -1.01096 1.25232 2.55312
H -1.33348 -0.54191 2.99900
H -2.33757 0.24607 1.55752
H -0.72088 1.89687 -2.03824
N 0.74888 -0.96470 1.15965
N 1.33787 -1.18434 -0.17528
N 1.01696 -0.51922 -1.18248
N -0.12147 1.12379 -2.22027
O -0.71257 0.57352 -0.03851
```

Computed properties:
Highest occupied orbital energy in eV: -9.930
Relative energy (zero: lowest compared OMol25 entry of this formula, charge and spin) in kcal per mole: 83.3
Gap between HOMO and LUMO in eV: 9.41

These are the Mulliken partial charges, in e, on atoms 1 to 8:
1 C -0.833
2 C 0.616
3 C 0.594
4 H 0.246
5 H 0.317
6 H 0.274
7 H 0.257
8 N -0.332

---

The molecule C3H4N4O in a non-equilibrium geometry, computed with ωB97M-V/def2-TZVPD.

```
12
C3H4N4O, DFT ωB97M-V/def2-TZVPD
C -0.33897 0.60103 1.20986
C -0.45141 0.54011 -0.31924
C 0.05816 -0.14710 -1.43586
H 0.97976 -1.47195 0.70674
H 2.28175 -1.16075 1.74591
H -0.95658 1.22839 1.74442
H 0.86157 -0.78645 -1.51627
N 1.50260 -0.74380 1.21166
N 0.40763 0.00965 2.02770
N -1.90834 0.87977 -2.00051
N -1.56646 1.15433 -0.89237
O -0.86972 -0.10322 -2.48204
```

Computed properties:
Highest occupied orbital energy in eV: -9.724
Relative energy (zero: lowest compared OMol25 entry of this formula, charge and spin) in kcal per mole: 109.8
Gap between HOMO and LUMO in eV: 9.72

These are the Mulliken partial charges, in e, on atoms 1 to 8:
1 C -0.176
2 C 0.281
3 C -0.025
4 H 0.189
5 H 0.240
6 H 0.430
7 H 0.498
8 N -0.501

---

C3H4N4O as an isolated structure in a non-equilibrium geometry, computed with ωB97M-V/def2-TZVPD.

```
12
C3H4N4O, DFT ωB97M-V/def2-TZVPD
C 0.36527 1.31182 -0.39375
C -0.09297 -0.05782 -0.11824
C -1.07084 -1.78498 -0.18233
H 1.30539 2.88190 1.26314
H 1.34858 0.96571 1.53028
H -1.65029 -2.55653 -0.72207
H 0.20635 -2.66615 1.48597
N 1.62208 1.42521 0.32150
N -1.07119 -0.60687 -0.77453
N -0.26875 -1.89649 0.81428
N 0.42094 -0.75801 0.94632
O -0.16755 2.17676 -1.06806
```

Computed properties:
Highest occupied orbital energy in eV: -10.021
Relative energy (zero: lowest compared OMol25 entry of this formula, charge and spin) in kcal per mole: 142.3
Gap between HOMO and LUMO in eV: 9.17

These are the Mulliken partial charges, in e, on atoms 1 to 8:
1 C 0.246
2 C 0.580
3 C -0.029
4 H 0.236
5 H 0.362
6 H 0.399
7 H 0.345
8 N -0.602

---

The molecule C3H4N4O in a non-equilibrium geometry, computed with ωB97M-V/def2-TZVPD.

```
12
C3H4N4O, DFT ωB97M-V/def2-TZVPD
C -1.07999 -0.64008 0.47409
C 1.41711 -0.51640 0.28309
C -0.13661 1.30794 -0.87017
H -2.93178 -0.64297 0.16791
H 0.33484 -2.00677 1.26273
H 2.07522 -1.32009 0.77694
H -0.39058 2.17212 -1.45470
N -2.11825 -1.33921 0.48010
N 0.13598 -1.17239 0.40780
N 2.04915 0.44255 -0.14356
N 1.14262 1.27183 -1.01435
O -1.09466 0.80868 0.22691
```

Computed properties:
Highest occupied orbital energy in eV: -9.984
Relative energy (zero: lowest compared OMol25 entry of this formula, charge and spin) in kcal per mole: 118.1
Gap between HOMO and LUMO in eV: 10.20

These are the Mulliken partial charges, in e, on atoms 1 to 8:
1 C 0.489
2 C 0.237
3 C 0.006
4 H 0.299
5 H 0.346
6 H 0.193
7 H 0.379
8 N -0.612